Density functional theory data (ωB97M-V/def2-TZVPD) for C45H50CsN5OPSe as an isolated structure.

Its largest force on an atom is 1.0 eV Å⁻¹. As for the multiplicity: 1. As for the electronic energy: -132155.8895 eV. The calculation puts the LUMO energy at -1.836 eV. For the energy above the lowest of the compared OMol25 structures with the same formula, charge and spin, the calculation gives 66.9 kJ/mol. Its charge is +1.

Geometry as XYZ:
```
104
C45H50CsN5OPSe ωB97M-V/def2-TZVPD
Cs 0.738 0.825 -0.576
C 4.560 3.887 -0.846
C 3.075 4.056 -0.668
C 2.241 4.290 -1.755
C 0.880 4.538 -1.583
C 0.008 4.887 -2.759
C 0.358 4.531 -0.294
C 1.165 4.270 0.812
C 0.599 4.334 2.206
C 2.519 4.025 0.609
H 5.093 4.678 -0.316
H 4.841 3.935 -1.897
H 4.901 2.935 -0.434
H 2.669 4.315 -2.752
H 0.347 4.388 -3.667
H 0.049 5.964 -2.939
H -1.032 4.621 -2.574
H -0.691 4.764 -0.143
H 0.684 5.353 2.590
H 1.146 3.682 2.888
H -0.457 4.063 2.222
H 3.164 3.852 1.465
N -0.284 -0.994 -2.975
C -0.072 -2.317 -3.473
C -0.966 -2.976 -4.305
C -0.677 -4.258 -4.749
C 0.507 -4.876 -4.373
C 1.401 -4.224 -3.536
C 1.113 -2.946 -3.072
P 2.109 -1.976 -1.884
C 3.470 -3.164 -1.546
C 3.321 -4.002 -0.442
C 4.284 -4.954 -0.142
C 5.416 -5.067 -0.935
C 5.576 -4.235 -2.034
C 4.608 -3.290 -2.342
C 2.980 -0.796 -2.993
C 2.793 -0.733 -4.372
C 3.495 0.193 -5.135
C 4.386 1.066 -4.530
C 4.587 1.005 -3.157
C 3.891 0.079 -2.397
H 0.132 -0.312 -3.603
H -1.273 -0.774 -2.900
H -1.884 -2.485 -4.609
H -1.372 -4.771 -5.401
H 0.729 -5.873 -4.729
H 2.313 -4.722 -3.232
H 2.439 -3.909 0.184
H 4.157 -5.604 0.714
H 6.175 -5.801 -0.697
H 6.455 -4.324 -2.660
H 4.738 -2.657 -3.209
H 2.111 -1.420 -4.858
H 3.360 0.217 -6.209
H 4.926 1.786 -5.131
H 5.298 1.669 -2.683
H 4.087 -0.005 -1.331
C 1.886 0.823 4.650
C 0.451 1.256 4.954
N -0.319 0.274 5.705
C -0.296 0.381 7.173
C 0.601 -0.656 7.841
C -1.064 -0.744 5.201
O -1.718 -1.459 5.951
C -1.159 -1.036 3.713
C -2.082 -2.033 3.379
C -2.249 -2.423 2.063
C -1.477 -1.807 1.092
N -0.599 -0.854 1.380
C -0.448 -0.486 2.650
H 2.373 1.572 4.020
H 1.913 -0.139 4.140
H 2.462 0.728 5.569
H -0.086 1.522 4.043
H 0.485 2.160 5.559
H -1.314 0.261 7.539
H 0.045 1.385 7.421
H 0.225 -1.657 7.641
H 0.600 -0.496 8.920
H 1.629 -0.584 7.484
H -2.648 -2.486 4.180
H -2.958 -3.196 1.802
H -1.563 -2.080 0.046
H 0.293 0.288 2.787
C -5.455 0.949 -2.712
N -5.512 0.658 -1.298
C -4.458 0.617 -0.449
Se -2.709 0.953 -0.825
N -4.943 0.295 0.771
C -6.321 0.135 0.723
C -7.264 -0.174 1.689
C -8.586 -0.237 1.281
C -8.949 -0.001 -0.046
C -8.005 0.305 -1.012
C -6.683 0.366 -0.603
H -4.418 1.110 -2.990
H -6.029 1.849 -2.934
H -5.862 0.112 -3.279
H -4.361 0.204 1.585
H -6.977 -0.360 2.716
H -9.354 -0.472 2.005
H -9.992 -0.053 -0.327
H -8.289 0.485 -2.041
```

=====

Density functional theory data (ωB97M-V/def2-TZVPD) for a 17-piece molecular cluster, C98H84Cl2N16O32 overall.

Its largest force on an atom is 4.0 eV Å⁻¹. As for the multiplicity: 1. As for the electronic energy: -217347.1558 eV. The calculation puts the LUMO energy at -1.477 eV. Its charge is 0.

Geometry as XYZ:
```
232
C98H84Cl2N16O32 ωB97M-V/def2-TZVPD
Cl 4.459 4.698 -4.587
C 3.806 3.029 -4.980
C 3.605 2.207 -3.585
Cl 2.079 2.759 -2.816
H 4.487 2.471 -5.623
H 2.889 3.017 -5.569
H 4.459 2.409 -2.938
H 3.623 1.118 -3.606
C -1.932 2.748 -2.008
C -1.575 3.888 -1.316
C -2.117 5.127 -1.708
C -3.055 5.155 -2.751
C -3.379 3.958 -3.510
C -2.729 2.823 -3.141
N -3.759 6.459 -3.038
O -4.831 6.369 -3.548
O -3.252 7.509 -2.684
H -1.540 1.764 -1.794
H -0.949 3.687 -0.459
H -1.824 5.959 -1.085
H -3.964 4.039 -4.414
H -2.993 1.945 -3.713
C 4.961 -4.864 -3.226
C 4.458 -3.679 -2.731
C 4.382 -2.590 -3.603
C 4.735 -2.788 -4.973
C 5.032 -4.097 -5.544
C 5.248 -5.058 -4.573
N 4.586 -1.589 -5.834
O 4.427 -0.458 -5.377
O 4.632 -1.783 -7.027
H 5.076 -5.647 -2.490
H 4.338 -3.451 -1.682
H 4.019 -1.644 -3.230
H 5.193 -4.214 -6.605
H 5.570 -6.022 -4.938
C -0.846 7.624 6.287
C -1.792 6.689 5.876
C -1.963 6.452 4.535
C -1.277 7.218 3.571
C -0.335 8.138 3.956
C -0.108 8.303 5.311
N -1.557 7.066 2.131
O -2.059 6.040 1.704
O -1.308 8.028 1.450
H -0.681 7.779 7.343
H -2.394 6.150 6.593
H -2.699 5.700 4.291
H 0.302 8.659 3.257
H 0.684 8.958 5.644
C 0.133 -1.564 5.937
C -0.615 -2.433 6.749
C -1.371 -3.372 6.167
C -1.523 -3.472 4.744
C -0.753 -2.594 3.948
C 0.086 -1.645 4.556
N -2.324 -4.564 4.181
O -2.985 -5.298 4.905
O -2.208 -4.701 3.007
H 0.715 -0.759 6.360
H -0.513 -2.478 7.823
H -1.965 -4.079 6.727
H -0.883 -2.547 2.877
H 0.574 -1.000 3.840
C 2.497 -3.579 1.203
C 3.812 -3.456 1.667
C 4.711 -4.484 1.317
C 4.302 -5.694 0.731
C 2.906 -5.803 0.488
C 2.022 -4.752 0.675
N 5.210 -6.782 0.331
O 6.419 -6.636 0.644
O 4.698 -7.735 -0.249
H 1.827 -2.794 1.520
H 4.124 -2.588 2.228
H 5.713 -4.201 1.604
H 2.552 -6.726 0.052
H 0.948 -4.837 0.601
C 2.076 4.646 7.636
C 1.950 4.991 6.233
C 2.306 3.991 5.315
C 2.628 2.673 5.756
C 2.707 2.386 7.157
C 2.473 3.399 8.085
N 2.817 1.583 4.727
O 2.747 1.843 3.527
O 2.886 0.421 5.058
H 1.800 5.400 8.359
H 1.576 5.943 5.887
H 2.210 4.227 4.266
H 3.063 1.425 7.497
H 2.474 3.263 9.156
C -8.408 -3.430 3.942
C -7.135 -3.114 4.366
C -6.132 -2.793 3.405
C -6.497 -2.771 2.002
C -7.785 -3.103 1.686
C -8.785 -3.462 2.615
N -5.518 -2.454 0.936
O -5.742 -2.863 -0.219
O -4.531 -1.756 1.293
H -9.106 -3.715 4.715
H -6.976 -3.349 5.408
H -5.137 -2.672 3.808
H -8.149 -3.121 0.669
H -9.764 -3.811 2.324
C -3.737 -1.999 -2.423
C -2.747 -1.275 -3.073
C -3.006 -1.005 -4.407
C -4.201 -1.332 -5.070
C -5.191 -1.967 -4.305
C -4.930 -2.341 -2.991
N -4.412 -1.174 -6.492
O -3.415 -0.819 -7.164
O -5.468 -1.507 -6.953
H -3.554 -2.256 -1.390
H -1.904 -0.912 -2.504
H -2.305 -0.342 -4.892
H -6.076 -2.263 -4.849
H -5.640 -2.948 -2.449
C 1.310 -1.816 -9.763
C 0.789 -0.643 -9.290
C 0.790 -0.377 -7.902
C 1.281 -1.303 -6.986
C 1.880 -2.502 -7.465
C 1.869 -2.742 -8.866
N 1.193 -1.064 -5.540
O 0.400 -0.258 -5.242
O 1.775 -1.808 -4.676
H 1.151 -2.019 -10.812
H 0.271 0.022 -9.965
H 0.488 0.600 -7.555
H 2.108 -3.305 -6.779
H 2.197 -3.708 -9.222
C -2.263 -6.381 -1.794
C -1.590 -7.095 -2.765
C -2.093 -7.222 -4.078
C -3.274 -6.524 -4.378
C -3.820 -5.642 -3.440
C -3.371 -5.616 -2.097
N -3.698 -6.525 -5.823
O -3.071 -7.204 -6.655
O -4.720 -5.863 -6.114
H -1.933 -6.324 -0.767
H -0.652 -7.566 -2.511
H -1.518 -7.717 -4.846
H -4.680 -5.041 -3.695
H -3.840 -4.946 -1.393
C 5.998 2.410 3.009
C 6.591 1.108 2.973
C 6.314 0.281 1.877
C 5.447 0.740 0.826
C 5.016 2.036 0.877
C 5.241 2.849 1.963
N 5.087 -0.121 -0.360
O 4.729 0.347 -1.434
O 5.209 -1.290 -0.244
H 6.205 3.013 3.881
H 7.148 0.627 3.764
H 6.763 -0.686 1.700
H 4.502 2.438 0.017
H 4.836 3.843 2.078
C -0.105 -2.055 -0.709
C 0.949 -1.258 -1.166
C 1.198 -0.009 -0.649
C 0.473 0.460 0.447
C -0.527 -0.337 0.933
C -0.815 -1.594 0.392
N 0.680 1.890 0.962
O 1.597 2.539 0.437
O -0.029 2.367 1.818
H -0.374 -2.874 -1.361
H 1.586 -1.621 -1.959
H 1.998 0.611 -1.024
H -1.081 -0.010 1.801
H -1.597 -2.231 0.779
C -4.655 1.642 -0.296
C -5.204 2.651 -1.085
C -5.440 3.910 -0.611
C -5.129 4.293 0.698
C -4.588 3.280 1.545
C -4.359 1.969 1.032
N -5.313 5.691 1.151
O -5.095 5.958 2.339
O -5.725 6.460 0.359
H -4.568 0.642 -0.697
H -5.430 2.576 -2.138
H -5.826 4.668 -1.275
H -4.353 3.513 2.573
H -3.946 1.168 1.628
C -1.913 0.852 7.117
C -1.416 2.139 7.092
C -0.930 2.693 8.262
C -1.040 1.974 9.463
C -1.511 0.650 9.473
C -1.982 0.085 8.257
N -0.583 2.619 10.717
O -0.764 3.879 10.790
O -0.296 1.852 11.640
H -2.313 0.352 6.247
H -1.359 2.779 6.224
H -0.613 3.718 8.386
H -1.444 0.057 10.373
H -2.218 -0.968 8.233
C 4.392 6.015 -0.884
C 3.291 5.621 -0.059
C 3.202 6.167 1.225
C 4.032 7.217 1.684
C 5.112 7.608 0.856
C 5.303 6.968 -0.418
N 3.800 7.920 3.003
O 4.672 8.719 3.388
O 2.820 7.688 3.708
H 4.529 5.561 -1.855
H 2.656 4.817 -0.398
H 2.463 5.808 1.926
H 5.810 8.408 1.054
H 6.123 7.225 -1.073
C 0.395 -5.812 -7.799
C -0.218 -4.864 -7.008
C 0.031 -4.721 -5.639
C 1.057 -5.539 -5.059
C 1.743 -6.475 -5.914
C 1.344 -6.593 -7.270
N 1.506 -5.421 -3.612
O 2.104 -6.344 -3.136
O 1.067 -4.443 -2.964
H 0.088 -6.031 -8.811
H -0.925 -4.284 -7.582
H -0.460 -3.897 -5.143
H 2.496 -7.147 -5.528
H 1.860 -7.277 -7.927
```

=====

Density functional theory data (ωB97M-V/def2-TZVPD) for a 2-piece molecular cluster, C2H7N2O overall.

Its largest force on an atom is 4.1 eV Å⁻¹. As for the multiplicity: 1. As for the electronic energy: -7207.1500 eV. The calculation puts the LUMO energy at -3.455 eV. For the energy above the lowest of the compared OMol25 structures with the same formula, charge and spin, the calculation gives 192.5 kJ/mol. Its charge is +1.

Geometry as XYZ:
```
12
C2H7N2O ωB97M-V/def2-TZVPD
C -0.909 -2.477 -0.752
C 0.890 1.638 0.623
N -0.157 0.869 0.624
N -0.624 -1.286 -1.006
O 0.998 2.761 1.267
H -1.116 -3.291 -1.483
H -0.967 -2.801 0.319
H 1.823 1.174 0.107
H -1.025 1.082 1.114
H -0.327 -1.046 -1.870
H -0.167 -0.125 -0.087
H 1.581 3.502 1.144
```

=====

Density functional theory data (ωB97M-V/def2-TZVPD) for an isolated ion of composition C8H17N2O2S and charge +1.

Its largest force on an atom is 5.5 eV Å⁻¹. As for the multiplicity: 1. As for the electronic energy: -26471.6514 eV. The calculation puts the LUMO energy at -3.282 eV. For the energy above the lowest of the compared OMol25 structures with the same formula, charge and spin, the calculation gives 348.9 kJ/mol. Its charge is +1.

Geometry as XYZ:
```
30
C8H17N2O2S ωB97M-V/def2-TZVPD
C -1.578 -1.634 0.984
C 1.018 1.207 0.830
C 0.744 -0.896 -0.629
C 2.555 1.148 0.502
C 2.286 -0.817 -0.880
C -2.605 -1.725 -0.183
C -0.927 -0.321 1.076
C -2.203 0.944 -0.138
N 0.359 -0.130 0.535
N 2.807 0.590 -0.844
O -1.257 1.167 -1.085
O -2.799 2.080 0.417
S -3.608 -0.165 -0.523
H -2.111 -1.731 1.854
H -0.777 -2.512 0.860
H 1.088 1.280 2.057
H 0.472 2.037 0.485
H 0.148 -0.555 -1.514
H 0.608 -1.875 -0.317
H 3.012 2.115 0.385
H 3.255 0.507 1.177
H 2.793 -1.179 -0.003
H 2.498 -1.325 -1.743
H -1.975 -1.769 -1.052
H -3.310 -2.465 -0.218
H -1.138 0.419 1.791
H 2.197 1.060 -1.561
H 3.719 0.769 -1.142
H -1.536 1.835 -1.606
H -3.737 1.942 0.487
```

=====

Density functional theory data (ωB97M-V/def2-TZVPD) for a 6-piece molecular cluster, C15H33Cl10FIN3O4P2 overall.

Its largest force on an atom is 5.7 eV Å⁻¹. As for the SMILES: NC[C@H](O)CP(N)(I)([PH2]=O)C(=O)NC(=O)F.ClCCCl.ClCCCl.ClCCCl.ClCCCl.ClCCCl. As for the multiplicity: 1. As for the electronic energy: -183368.2761 eV. The calculation puts the LUMO energy at -1.599 eV. Its charge is 0.

Geometry as XYZ:
```
69
C15H33Cl10FIN3O4P2 ωB97M-V/def2-TZVPD
N 3.656 -1.028 -5.667
C 2.405 -1.843 -5.770
C 1.709 -2.123 -4.303
O 2.651 -1.694 -3.298
C 1.351 -3.691 -4.277
P 1.064 -4.433 -2.549
N -0.343 -5.508 -2.269
I 2.302 -6.500 -3.343
P -0.118 -2.726 -1.825
O -1.068 -3.156 -0.671
C 2.310 -4.334 -1.074
O 1.957 -3.848 0.036
N 3.671 -4.895 -1.314
C 4.723 -3.890 -1.124
O 4.727 -2.961 -0.304
F 5.888 -4.015 -1.956
H 4.403 -1.562 -5.202
H 3.476 -0.129 -5.205
H 1.648 -1.394 -6.520
H 2.737 -2.843 -6.250
H 0.730 -1.527 -4.320
H 3.161 -2.445 -2.927
H 0.355 -3.809 -4.855
H 2.116 -4.336 -4.840
H 0.028 -6.473 -2.181
H -0.947 -5.522 -3.106
H 0.816 -1.757 -1.310
H -0.896 -2.065 -2.846
H 3.857 -5.711 -0.694
Cl -1.213 0.022 3.857
C -0.714 -1.435 2.960
C 0.368 -1.137 1.942
Cl -0.236 -0.147 0.591
H -1.601 -1.863 2.489
H -0.342 -2.149 3.697
H 0.737 -2.070 1.510
H 1.213 -0.614 2.394
Cl 3.342 1.773 3.216
C 1.795 2.576 3.586
C 1.978 3.784 4.484
Cl 2.477 3.327 6.132
H 1.129 1.837 4.035
H 1.365 2.887 2.631
H 1.033 4.322 4.578
H 2.724 4.473 4.084
Cl -0.799 2.716 7.348
C 0.221 2.293 8.744
C -0.600 1.849 9.939
Cl -1.534 3.191 10.649
H 0.843 3.157 8.983
H 0.875 1.480 8.423
H 0.061 1.475 10.723
H -1.298 1.054 9.673
Cl -4.788 0.441 -1.040
C -3.841 1.900 -0.655
C -3.058 2.405 -1.850
Cl -1.734 1.301 -2.300
H -3.185 1.666 0.186
H -4.553 2.662 -0.330
H -2.600 3.366 -1.614
H -3.699 2.540 -2.723
Cl -4.224 5.236 -1.636
C -5.066 6.348 -2.744
C -5.797 5.609 -3.847
Cl -4.676 4.835 -4.995
H -4.331 7.046 -3.147
H -5.779 6.915 -2.142
H -6.405 6.310 -4.423
H -6.456 4.838 -3.445
```

=====

Density functional theory data (ωB97M-V/def2-TZVPD) for C5H9N in the gas phase.

Its largest force on an atom is 1.6 eV Å⁻¹. As for the multiplicity: 1. As for the electronic energy: -6818.7586 eV. The calculation puts the LUMO energy at 0.886 eV. For the energy above the lowest of the compared OMol25 structures with the same formula, charge and spin, the calculation gives 215.8 kJ/mol. Its charge is 0.

Geometry as XYZ:
```
15
C5H9N ωB97M-V/def2-TZVPD
C -0.010 1.456 0.219
C 0.125 -0.070 0.168
C -1.272 -0.727 0.078
C 0.988 -0.521 -0.984
C 0.396 -0.459 2.240
N 1.197 -0.647 1.379
H -0.705 1.817 0.987
H 0.963 1.922 0.374
H -0.392 1.803 -0.754
H -1.999 -0.354 0.809
H -1.212 -1.814 0.161
H -1.683 -0.507 -0.923
H 1.969 -0.057 -0.891
H 0.523 -0.241 -1.929
H 1.113 -1.603 -0.933
```

=====

Density functional theory data (ωB97M-V/def2-TZVPD) for a 4-piece molecular cluster, C2H12O3 overall.

Its largest force on an atom is 1.2 eV Å⁻¹. As for the SMILES: CC.O.O.O. As for the multiplicity: 1. As for the electronic energy: -8410.6359 eV. The calculation puts the LUMO energy at 0.511 eV. For the energy above the lowest of the compared OMol25 structures with the same formula, charge and spin, the calculation gives 65.7 kJ/mol. Its charge is 0.

Geometry as XYZ:
```
17
C2H12O3 ωB97M-V/def2-TZVPD
C 1.810 1.032 -1.994
C 1.136 2.056 -2.906
H 2.420 1.454 -1.192
H 1.169 0.262 -1.561
H 2.559 0.455 -2.553
H 0.234 2.504 -2.482
H 0.774 1.664 -3.874
H 1.866 2.801 -3.220
H -1.714 -0.198 -0.750
H -3.096 0.166 -0.862
O -2.393 0.234 -0.214
H -1.940 -3.279 -0.559
H -1.188 -4.574 -0.350
O -1.482 -3.975 -1.014
H 2.067 1.263 5.727
H 1.215 0.247 5.191
O 1.129 1.057 5.677
```

=====

Number 1: frontier orbital gap 8.269 eV. Number 2: frontier orbital gap 8.058 eV. Number 3: frontier orbital gap 11.703 eV. Number 4: frontier orbital gap 7.010 eV. Number 5: frontier orbital gap 7.261 eV. Number 6: frontier orbital gap 11.785 eV. Number 7: frontier orbital gap 12.151 eV.